Arrangement one

Here is 2 unconnected molecules or ions with the total composition C2H8NO from the OMol25 dataset. Energies are from ωB97M-V with the def2-TZVPD basis set.

Spin multiplicity   1
Frontier orbital gap   0.3951 hartree
E_HOMO   -14.55 eV
Charge   +1

Cartesian coordinates (Å):
N -1.687 1.708 0.289
H -1.743 2.223 1.171
H -1.798 2.347 -0.500
H -2.472 1.056 0.253
H -0.769 1.213 0.220
O 0.540 0.451 -0.537
C 1.315 -0.391 -0.106
C 1.125 -1.849 -0.261
H 2.227 -0.050 0.398
H 1.672 -2.232 -1.138
H 1.518 -2.370 0.608
H 0.072 -2.107 -0.397

Arrangement two

Here is 2 unconnected molecules or ions with the total composition C2H8NO from the OMol25 dataset. Energies are from ωB97M-V with the def2-TZVPD basis set.

Spin multiplicity   1
Frontier orbital gap   0.4091 hartree
E_HOMO   -15.89 eV
Charge   +1

Cartesian coordinates (Å):
O 0.118 1.939 0.800
H -0.034 2.750 0.296
H 0.429 2.245 1.660
H -0.378 -2.133 1.002
C -0.163 -1.111 0.724
C -0.399 -0.963 -0.710
N 0.407 -0.310 -1.451
H 0.804 -0.701 0.992
H -0.877 -0.455 1.244
H -1.282 -1.410 -1.146
H 1.142 0.221 -0.993
H 0.233 -0.071 -2.418

Arrangement three

Here is 2 unconnected molecules or ions with the total composition C2H8NO from the OMol25 dataset. Energies are from ωB97M-V with the def2-TZVPD basis set.

Spin multiplicity   1
Frontier orbital gap   0.4252 hartree
E_HOMO   -16.53 eV
Charge   +1

Cartesian coordinates (Å):
C 1.553 -0.562 0.377
C -0.170 -1.052 -1.262
N 0.209 -0.366 -0.235
H 2.264 -0.740 -0.423
H 1.673 0.240 1.105
H 1.446 -1.463 0.936
H 0.612 -1.827 -1.555
H -1.182 -0.856 -1.685
H -0.428 0.204 0.284
H -1.713 1.748 1.759
H -1.678 2.302 0.311
O -1.344 1.580 0.777

Energy above the most stable structure, in hartree: arrangement one 0.0000; arrangement two 0.0021; arrangement three 0.0340

Arrangement one

Here is 2 unconnected molecules or ions with the total composition C2H8NO from the OMol25 dataset. Energies are from ωB97M-V with the def2-TZVPD basis set.

Spin multiplicity   1
Frontier orbital gap   0.3822 hartree
E_HOMO   -15.56 eV
Charge   +1

Cartesian coordinates (Å):
C 0.427 -2.136 0.783
C -0.390 -0.337 -0.576
N -0.085 -0.781 0.571
H 0.782 -2.235 1.800
H 1.343 -2.279 0.233
H -0.301 -2.909 0.589
H -0.321 -0.986 -1.442
H -0.956 0.568 -0.735
H -0.307 -0.240 1.402
H -0.616 3.338 -0.424
H 0.514 3.039 -1.445
O 0.030 2.686 -0.703

Arrangement two

Here is a gas-phase ion, C2H8NO (charge +1) from the OMol25 dataset. Energies are from ωB97M-V with the def2-TZVPD basis set.

Spin multiplicity   1
SMILES string   [NH3+]CCO
Frontier orbital gap   0.4528 hartree
E_HOMO   -15.96 eV
Charge   +1

Cartesian coordinates (Å):
C -0.702 0.232 -0.825
O 0.438 1.089 -0.969
C -0.266 -0.826 0.175
N 0.715 -0.208 1.118
H -1.552 0.809 -0.510
H -0.886 -0.242 -1.780
H 0.150 1.943 -1.294
H 0.284 -1.568 -0.374
H -1.084 -1.283 0.685
H 0.987 0.650 0.586
H 0.340 0.135 2.001
H 1.578 -0.731 1.186

Arrangement three

Here is 2 unconnected molecules or ions with the total composition C2H8NO from the OMol25 dataset. Energies are from ωB97M-V with the def2-TZVPD basis set.

Spin multiplicity   1
Frontier orbital gap   0.2115 hartree
E_HOMO   -15.38 eV
Charge   +1

Cartesian coordinates (Å):
C -0.378 -0.999 0.401
C 0.367 1.115 1.122
N 0.304 0.206 0.047
H -1.423 -0.792 0.703
H 0.120 -1.377 1.318
H -0.331 -1.718 -0.413
H 0.840 2.037 0.799
H 0.884 0.686 2.005
H -0.632 1.440 1.489
H 0.008 -0.102 -1.683
H 0.299 0.016 -3.249
O -0.060 -0.512 -2.538

Energy above the most stable structure, in hartree: arrangement one 0.0195; arrangement two 0.0000; arrangement three 0.1764

Arrangement one

Here is 2 unconnected molecules or ions with the total composition CH4NO3 from the OMol25 dataset. Energies are from ωB97M-V with the def2-TZVPD basis set.

Spin multiplicity   1
Frontier orbital gap   0.3224 hartree
E_HOMO   -4.39 eV
Charge   -1

Cartesian coordinates (Å):
N 0.069 0.047 -1.685
C 0.467 0.547 -0.372
O -0.439 0.708 0.472
O 1.684 0.787 -0.249
H -0.645 -0.660 -1.494
H 0.877 -0.429 -2.063
H -0.605 -1.545 2.085
H -1.263 -0.780 0.990
O -1.429 -1.536 1.586

Arrangement two

Here is a gas-phase ion, CH4NO3 (charge -1) from the OMol25 dataset. Energies are from ωB97M-V with the def2-TZVPD basis set.

Spin multiplicity   1
SMILES string   [O-][C@H](O)NO
Frontier orbital gap   0.3014 hartree
E_HOMO   -3.56 eV
Charge   -1

Cartesian coordinates (Å):
C 0.461 0.673 0.165
N -0.471 -0.699 0.609
O -1.295 -0.971 -0.552
O -0.132 1.188 -0.864
O 1.678 -0.059 0.027
H 0.722 1.249 1.098
H -1.199 -0.398 1.195
H -1.196 -0.213 -1.173
H 1.432 -0.771 -0.504

Energy above the most stable structure, in hartree: arrangement one 0.0000; arrangement two 0.1466

Arrangement one

Here is 2 unconnected molecules or ions with the total composition C5H10NO3 from the OMol25 dataset. Energies are from ωB97M-V with the def2-TZVPD basis set.

Spin multiplicity   1
Frontier orbital gap   0.3127 hartree
E_HOMO   -4.72 eV
Charge   -1

Cartesian coordinates (Å):
C -1.168 -1.228 -2.244
C -1.106 0.330 -2.235
O -0.829 0.882 -1.124
O -1.342 0.881 -3.320
H -1.153 -1.657 -1.238
H -0.340 -1.583 -2.866
H -2.091 -1.484 -2.755
C 0.344 0.631 2.083
C -0.286 -0.715 1.660
C 1.618 1.013 1.339
O 2.521 1.625 1.907
N 1.666 0.660 0.041
H -0.301 1.489 1.871
H 0.628 0.625 3.135
H -0.673 -1.231 2.534
H 2.362 1.172 -0.483
H 0.772 0.478 -0.438
H 0.479 -1.322 1.181
H -1.100 -0.565 0.955

Arrangement two

Here is 2 unconnected molecules or ions with the total composition C5H10NO3 from the OMol25 dataset. Energies are from ωB97M-V with the def2-TZVPD basis set.

Spin multiplicity   1
Frontier orbital gap   0.2819 hartree
E_HOMO   -4.04 eV
Charge   -1

Cartesian coordinates (Å):
C 1.696 -1.014 -0.463
C 0.621 -2.043 -0.800
C 1.352 0.447 -0.596
O 1.934 1.280 0.078
N 0.559 0.840 -1.636
H 2.077 -1.160 0.549
H 2.571 -1.188 -1.099
H 1.079 -2.984 -1.085
H 0.050 1.656 -1.323
H 0.088 0.092 -2.123
H -0.031 -1.731 -1.615
H -0.051 -2.247 0.026
C -1.274 1.509 1.804
C -2.252 0.672 0.944
O -1.787 -0.415 0.493
O -3.413 1.103 0.812
H -1.450 1.219 2.838
H -1.549 2.556 1.657
H -0.222 1.408 1.541

Energy above the most stable structure, in hartree: arrangement one 0.0000; arrangement two 0.0233